8
Properties=species:S:1:pos:R:3:forces:R:3 method="wB97M-V/def2-TZVPD" lumo_energy_ha=-0.066 e_tot_ha=-283.124087 de_lowest_kj_mol=351.6
C -0.86690 -0.06824 -0.02749 0.120 0.486 -0.016
C 0.59284 -0.40252 0.05095 0.706 -6.127 -1.124
N 1.70029 0.43535 -0.11492 -1.784 5.845 0.918
O 1.23776 1.58329 0.13103 2.345 -1.745 -0.660
O 1.02778 -1.56470 0.09719 -1.743 1.447 0.500
H -1.24717 0.11102 0.98132 -0.034 0.109 -0.141
H -1.03562 0.81471 -0.64880 0.044 -0.014 0.287
H -1.40899 -0.90892 -0.46928 0.346 0.001 0.236

12
Properties=species:S:1:pos:R:3:forces:R:3 method="wB97M-V/def2-TZVPD" lumo_energy_ha=0.033 e_tot_ha=-653.906486 de_lowest_kj_mol=31.8
C -1.03173 -0.41873 0.75148 0.565 2.253 0.216
C 0.00500 0.40556 0.01980 -1.995 2.433 -0.766
C 0.78877 -0.13446 -1.19105 -0.348 0.278 0.702
H -1.77051 -0.85479 0.15410 -1.188 -0.540 -0.796
H -0.53454 -1.10389 1.32746 1.304 -2.633 1.089
H -1.40894 0.23504 1.54924 -0.645 0.070 -0.562
H -0.58817 1.40067 -0.20563 1.227 -1.840 -0.701
H 0.81133 0.27088 1.75720 0.787 1.413 -1.495
H 1.63975 0.51105 -1.20832 0.700 0.198 -0.221
H 1.11507 -1.16412 -1.14314 0.003 -0.206 0.575
O 0.96289 0.85016 0.94147 0.304 -1.588 2.561
Cl 0.01109 0.00263 -2.75259 -0.715 0.162 -0.603

84
Properties=species:S:1:pos:R:3:forces:R:3 method="wB97M-V/def2-TZVPD" total_charge=-2 lumo_energy_ha=0.117 e_tot_ha=-3338.928912
Rb -0.08118 0.06970 0.68742 -0.605 -0.379 -1.147
O -1.68185 1.01731 -2.58394 -0.070 0.228 -0.079
C -2.35423 2.26809 -2.53370 0.082 -0.241 0.087
C -1.81158 3.20786 -1.46793 -0.076 0.104 0.109
N -1.93974 2.70576 -0.11859 0.118 -0.182 0.097
C -1.07349 3.36964 0.84083 -0.120 0.069 -0.194
C 0.44562 3.12478 0.65803 0.450 0.109 -0.359
O 1.17815 3.64062 1.52997 -0.206 -0.149 -0.313
O 0.81334 2.43034 -0.34140 0.077 0.564 0.493
C -3.31009 2.46150 0.29619 0.178 0.205 -0.066
C -3.88027 1.11956 -0.20808 0.055 -0.620 -0.040
O -5.09187 1.08064 -0.51737 0.500 -0.024 0.150
O -3.04033 0.16229 -0.22481 -0.512 0.392 -0.193
H -1.90719 0.54895 -1.75545 -0.081 0.111 0.081
H -3.43229 2.12761 -2.40195 -0.042 -0.055 -0.007
H -2.20918 2.75093 -3.50415 0.037 -0.027 -0.067
H -2.34588 4.17900 -1.58805 0.016 -0.012 0.019
H -0.75318 3.36705 -1.65791 0.054 0.032 -0.002
H -1.32042 3.01755 1.84368 -0.027 -0.001 0.006
H -1.19808 4.46989 0.85063 -0.070 -0.040 0.026
H -4.00221 3.26303 -0.01346 0.063 0.046 0.035
H -3.33370 2.39808 1.38720 -0.016 0.032 -0.004
C 2.65956 1.02306 -4.34591 -0.132 0.133 0.088
C 3.31313 -0.12951 -4.73536 0.044 -0.111 -0.035
C 3.25830 -1.24337 -3.91285 0.198 -0.006 -0.199
C 2.55957 -1.16372 -2.71340 -0.302 0.030 0.195
N 1.94939 -0.04172 -2.32169 0.077 -0.032 -0.126
C 1.98698 1.02264 -3.12625 0.066 -0.271 0.317
C 2.38536 -2.38472 -1.85214 0.129 0.159 0.195
C 2.50212 -3.65535 -2.40855 -0.102 -0.125 -0.107
C 2.21994 -4.76384 -1.62370 0.032 0.011 -0.083
C 1.84260 -4.57648 -0.30851 0.013 -0.006 0.050
C 1.80172 -3.27506 0.18110 0.065 0.202 0.032
N 2.08332 -2.20975 -0.56528 -0.152 0.043 -0.047
H 2.66520 1.91038 -4.96748 -0.016 -0.020 0.041
H 3.85735 -0.17027 -5.67288 -0.007 0.008 0.030
H 3.76648 -2.15626 -4.20194 -0.013 0.102 0.040
H 1.46165 1.89886 -2.75762 0.001 -0.064 0.055
H 2.76651 -3.78067 -3.45219 -0.062 -0.024 0.077
H 2.27800 -5.75939 -2.04693 0.000 -0.017 -0.016
H 1.58441 -5.41282 0.33087 0.013 0.075 -0.021
H 1.50924 -3.07118 1.20977 0.030 0.016 -0.123
Cl 2.30083 0.54633 2.55323 0.595 0.089 0.122
C 3.18150 1.19600 1.15621 0.011 -0.253 -0.031
Cl 4.44383 0.05054 0.56834 -0.141 0.196 0.092
H 3.68360 2.10165 1.45025 0.018 0.155 0.122
H 2.46353 1.40207 0.36208 0.105 -0.023 -0.046
O -0.67016 -1.80655 -1.48599 -0.327 -0.496 -0.287
C -1.50619 -2.43840 -2.11674 0.186 0.417 0.048
C -2.97498 -2.45248 -1.74747 0.011 -0.225 0.104
C -3.95709 -1.97122 -2.84635 0.005 0.084 -0.037
C -3.28312 -1.47095 -4.12909 0.056 -0.144 0.079
C -2.77090 -2.62190 -5.00450 0.037 0.041 0.032
C -2.08165 -3.70876 -4.17177 -0.001 0.129 0.032
N -1.13263 -3.18357 -3.20956 -0.120 -0.047 0.097
H -3.06480 -1.79331 -0.88536 0.003 0.044 -0.019
H -3.21565 -3.47187 -1.41652 -0.002 0.044 -0.107
H -4.54596 -1.16016 -2.41277 0.058 0.017 0.018
H -4.66091 -2.77177 -3.10525 -0.004 0.005 0.021
H -2.46414 -0.79966 -3.85644 -0.047 0.000 -0.037
H -3.98624 -0.86565 -4.70642 -0.013 -0.003 0.002
H -2.07398 -2.23638 -5.75743 -0.032 -0.019 0.020
H -3.60789 -3.08544 -5.54331 0.049 -0.001 0.017
H -1.55324 -4.41167 -4.81651 0.020 -0.046 -0.029
H -2.83945 -4.28539 -3.63577 0.019 -0.002 0.024
H -0.16482 -3.07961 -3.47058 0.021 0.063 -0.029
O -0.88205 -0.13269 3.22100 -0.120 -0.518 0.574
C -0.57363 -1.33091 3.37910 0.145 0.072 -0.076
O 0.05676 -2.10427 2.62037 -0.177 0.178 0.203
C -0.99944 -1.95932 4.71578 -0.016 0.070 -0.028
C -0.45714 -3.17170 5.10523 0.130 -0.256 -0.070
C -0.82178 -3.72172 6.32043 0.206 -0.020 0.072
C -1.72623 -3.11321 7.16301 -0.048 -0.153 0.239
C -2.25506 -1.91074 6.74728 -0.149 0.077 -0.031
C -1.90287 -1.31625 5.54610 -0.122 0.173 0.141
N -3.22614 -1.23921 7.64567 0.593 -0.121 -0.104
O -3.47908 -1.77515 8.70682 -0.143 -0.230 0.218
O -3.67648 -0.17722 7.29571 -0.255 0.345 -0.210
N -0.22778 -5.01319 6.74133 -0.664 0.162 -0.513
O -0.66918 -5.54708 7.73714 -0.043 -0.004 0.517
O 0.60733 -5.50660 6.02236 0.498 -0.084 -0.170
H 0.23495 -3.67100 4.44029 -0.017 0.062 0.025
H -2.00435 -3.55616 8.10352 -0.025 -0.018 0.051
H -2.30567 -0.35766 5.24846 0.013 -0.019 -0.043

14
Properties=species:S:1:pos:R:3:forces:R:3 method="wB97M-V/def2-TZVPD" lumo_energy_ha=0.025 e_tot_ha=-361.750219 de_lowest_kj_mol=343.0
O -1.08321 -2.34090 -0.08829 0.124 -0.209 0.001
N -1.46794 -1.16871 0.64163 0.237 0.540 -0.107
C -0.77167 -0.19311 0.23722 -0.240 -0.288 0.154
C -0.69783 1.25096 0.67555 -0.119 0.069 0.092
C 0.70676 1.29807 0.01011 0.161 0.132 -0.020
C 0.44694 -0.06865 -0.66203 -0.105 0.135 -0.082
O 1.48081 -1.00088 -0.46730 0.082 -0.078 -0.196
H -0.37242 -2.71525 0.45083 -0.149 -0.093 0.001
H -0.74446 1.42641 1.75308 -0.003 -0.037 -0.168
H -1.44123 1.88395 0.18087 0.100 -0.122 0.049
H 1.51573 1.19798 0.73803 -0.117 0.028 -0.084
H 0.91403 2.13604 -0.65838 -0.023 -0.119 0.114
H 0.16461 0.01781 -1.71975 0.044 0.020 0.142
H 1.34986 -1.72372 -1.09157 0.008 0.021 0.103

no.,HOMO (eV)
1,-10.308
2,-10.406
3,-2.612
4,-9.600